A molecular structure, C36H39F2N7O3Zr, computed with ωB97M-V with the def2-TZVPD basis set.

The total energy comes out at -2250.6551 hartree. The strongest force on any atom is 1.0 eV Å⁻¹. Its charge is +2.

The geometry in XYZ format:
```
88
C36H39F2N7O3Zr ωB97M-V with the def2-TZVPD basis set
Zr -2.435 -1.191 -1.395
C -3.618 1.893 -1.020
C -4.250 1.765 0.365
C -4.857 3.110 0.756
C -3.270 1.217 1.395
C -2.691 2.073 2.323
C -1.788 1.601 3.266
C -1.479 0.257 3.302
C -2.035 -0.651 2.397
C -1.591 -2.103 2.541
C -0.348 -2.387 1.699
C -2.647 -3.190 2.363
C -2.914 -0.144 1.436
N -3.426 -1.009 0.394
C -4.786 -1.402 0.453
C -5.600 -1.403 1.580
C -6.918 -1.839 1.487
C -7.456 -2.279 0.285
C -6.675 -2.271 -0.870
C -5.396 -1.825 -0.711
F -4.557 -1.735 -1.863
H -4.297 2.340 -1.747
H -3.377 0.912 -1.451
H -2.687 2.463 -1.006
H -5.079 1.054 0.287
H -4.126 3.919 0.715
H -5.282 3.089 1.759
H -5.655 3.366 0.059
H -2.954 3.121 2.323
H -1.351 2.279 3.986
H -0.801 -0.119 4.060
H -1.270 -2.175 3.585
H -0.555 -2.323 0.627
H 0.028 -3.394 1.892
H 0.452 -1.678 1.919
H -2.941 -3.335 1.323
H -3.550 -2.975 2.932
H -2.250 -4.140 2.723
H -5.195 -1.057 2.522
H -7.534 -1.834 2.376
H -8.479 -2.620 0.233
H -7.045 -2.580 -1.836
C 4.546 -0.680 -4.231
C 3.652 0.541 -4.238
N 2.508 0.396 -3.303
C 1.372 -0.111 -3.784
C 0.234 -0.290 -3.026
C -0.986 -0.866 -3.698
O -0.906 -1.705 -4.545
O -2.131 -0.330 -3.218
C 0.288 0.031 -1.668
O -0.723 -0.150 -0.872
C 1.499 0.554 -1.126
C 1.587 0.891 0.240
C 2.758 1.367 0.724
F 2.839 1.754 2.008
C 3.923 1.501 -0.074
C 3.833 1.180 -1.412
C 2.616 0.727 -1.956
N 5.126 1.953 0.479
C 5.481 1.745 1.867
C 6.957 1.413 1.974
N 7.767 2.517 1.327
C 7.359 2.735 -0.113
C 5.872 3.024 -0.145
H 5.375 -0.531 -4.921
H 4.001 -1.569 -4.548
H 4.955 -0.872 -3.238
H 3.214 0.731 -5.216
H 4.182 1.452 -3.964
H 1.374 -0.380 -4.833
H 0.723 0.797 0.887
H 4.722 1.225 -2.022
H 4.926 0.910 2.288
H 5.251 2.626 2.482
H 7.212 0.505 1.429
H 7.294 1.334 3.005
H 8.764 2.301 1.383
H 7.634 3.386 1.851
H 7.610 1.810 -0.631
H 7.960 3.556 -0.499
H 5.562 3.173 -1.177
H 5.680 3.975 0.377
N -1.518 -6.584 1.415
C -1.794 -6.026 0.448
N -2.139 -5.409 -0.676
C -1.954 -4.257 -1.037
N -1.819 -3.149 -1.478
```

***

A molecular structure, C36H39F6N6O3S, computed with ωB97M-V with the def2-TZVPD basis set.

The total energy comes out at -2946.5426 hartree. The strongest force on any atom is 4.3 eV Å⁻¹. Its charge is +1.

The geometry in XYZ format:
```
91
C36H39F6N6O3S ωB97M-V with the def2-TZVPD basis set
F 4.791 -2.948 1.543
C 4.146 -2.978 2.755
F 3.591 -4.215 2.886
F 5.117 -2.863 3.718
C 3.129 -1.871 2.863
C 1.786 -2.149 3.085
C 0.859 -1.092 3.196
N -0.473 -1.418 3.488
C -1.576 -0.580 3.608
S -1.661 1.050 3.226
N -2.675 -1.255 4.059
C -3.999 -0.634 4.302
C -4.550 -0.029 3.021
C -4.647 -1.009 1.859
C -5.836 -0.541 1.030
C -6.757 0.186 1.998
N -5.934 0.537 3.186
C 1.298 0.221 3.048
C 2.650 0.473 2.821
C 3.138 1.883 2.668
F 3.889 2.049 1.538
F 2.108 2.786 2.604
F 3.932 2.260 3.729
C 3.581 -0.560 2.736
H 1.452 -3.181 3.182
H -0.666 -2.418 3.591
H -2.509 -2.152 4.513
H -4.663 -1.446 4.636
H -3.937 0.126 5.099
H -3.920 0.833 2.747
H -3.707 -1.037 1.302
H -4.842 -2.010 2.263
H -5.509 0.151 0.251
H -6.370 -1.365 0.557
H -7.188 1.094 1.576
H -7.590 -0.454 2.321
H -6.367 0.174 4.035
H 0.598 1.059 3.097
H 4.631 -0.348 2.570
C -3.620 8.942 4.960
N -3.480 7.515 4.775
C -2.311 6.877 5.091
O -1.280 7.428 5.469
C -2.530 5.385 4.865
C -2.210 4.544 6.102
C -0.731 4.551 6.428
C -0.265 5.131 7.612
C 1.106 5.220 7.856
C 2.016 4.702 6.925
C 1.546 4.083 5.762
C 0.174 3.991 5.520
N -3.941 5.326 4.463
C -4.504 4.148 4.147
C -5.879 3.977 3.943
C -6.553 2.832 3.584
C -7.987 2.851 3.453
C -8.636 4.075 3.098
C -10.030 4.169 2.998
N -10.643 5.453 2.968
O -11.894 5.498 2.955
O -9.921 6.476 2.981
C -10.845 3.028 3.091
C -10.240 1.821 3.437
C -8.864 1.736 3.674
C -4.622 6.638 4.549
C -5.582 6.704 5.748
C -5.344 7.059 3.261
H -2.632 9.368 5.148
H -4.046 9.403 4.062
H -4.277 9.175 5.810
H -1.894 5.063 4.017
H -2.784 4.950 6.952
H -2.548 3.512 5.918
H -0.993 5.538 8.320
H 1.461 5.700 8.769
H 3.088 4.776 7.106
H 2.248 3.672 5.036
H -0.209 3.493 4.622
H -3.812 3.296 4.079
H -6.497 4.849 4.134
H -5.938 1.870 3.396
H -8.051 4.975 2.898
H -11.916 3.133 2.929
H -10.869 0.937 3.538
H -8.449 0.800 4.056
H -5.025 6.547 6.682
H -6.059 7.692 5.777
H -6.364 5.944 5.674
H -4.610 7.196 2.458
H -6.081 6.317 2.946
H -5.865 8.009 3.434
```

***

A molecular structure, C36H39FKN3O5PSi, computed with ωB97M-V with the def2-TZVPD basis set.

The total energy comes out at -3266.2815 hartree. The strongest force on any atom is 1.6 eV Å⁻¹. Its charge is -1.

The geometry in XYZ format:
```
87
C36H39FKN3O5PSi ωB97M-V with the def2-TZVPD basis set
K -0.778 -1.417 -1.815
O -1.905 -5.077 -4.104
C -1.537 -3.904 -4.156
O -1.039 -3.186 -3.228
C -1.657 -3.087 -5.467
P -0.760 -1.543 -4.981
C -0.581 -0.725 -6.647
C 0.448 0.203 -6.838
C 0.571 0.906 -8.025
C -0.341 0.710 -9.055
C -1.388 -0.181 -8.871
C -1.508 -0.881 -7.678
C 0.961 -2.216 -4.942
C 1.480 -2.959 -6.000
C 2.761 -3.488 -5.937
C 3.548 -3.273 -4.815
C 3.046 -2.527 -3.759
C 1.764 -2.003 -3.826
H -2.711 -2.875 -5.653
H -1.257 -3.611 -6.335
H 1.154 0.380 -6.035
H 1.375 1.623 -8.148
H -0.242 1.249 -9.990
H -2.117 -0.334 -9.660
H -2.333 -1.573 -7.556
H 0.882 -3.122 -6.889
H 3.145 -4.070 -6.767
H 4.548 -3.688 -4.764
H 3.657 -2.347 -2.882
H 1.377 -1.415 -3.005
F -0.839 0.163 4.526
C -0.467 1.087 3.585
C -0.196 0.641 2.320
C 0.209 1.546 1.348
C 0.549 1.040 0.001
O 0.787 -0.141 -0.176
C 0.570 2.070 -1.027
C 0.626 3.359 -0.665
N 0.595 3.807 0.653
C 0.829 5.187 0.942
C 1.995 5.865 0.296
C 2.034 5.556 1.763
C 0.274 2.917 1.654
C -0.006 3.338 2.959
C -0.352 2.425 3.951
N -0.537 2.935 5.279
C -1.313 2.192 6.246
C -0.520 1.110 6.988
N 0.746 1.706 7.536
C 1.539 2.401 6.468
C 0.654 3.499 5.874
C 0.491 1.708 -2.542
O 1.192 2.410 -3.287
O -0.298 0.775 -2.789
H -0.341 -0.407 2.040
H 0.708 4.137 -1.413
H -0.064 5.789 1.088
H 1.867 6.893 -0.013
H 2.617 5.273 -0.361
H 1.948 6.368 2.474
H 2.675 4.746 2.087
H 0.005 4.391 3.205
H -2.153 1.714 5.752
H -1.713 2.901 6.984
H -0.243 0.305 6.313
H -1.094 0.700 7.819
H 1.303 0.980 7.981
H 0.499 2.397 8.246
H 1.776 1.669 5.695
H 2.455 2.789 6.910
H 1.228 4.034 5.122
H 0.373 4.209 6.664
C -3.717 -4.772 2.957
Si -2.027 -3.912 3.044
C -1.889 -3.140 4.787
C -0.748 -5.307 2.932
C -1.771 -2.627 1.800
C -1.596 -1.756 0.938
H -3.884 -5.436 3.810
H -3.774 -5.374 2.048
H -4.535 -4.049 2.925
H -2.115 -3.849 5.589
H -2.579 -2.296 4.876
H -0.878 -2.753 4.949
H -0.852 -6.039 3.738
H 0.271 -4.914 2.955
H -0.874 -5.831 1.982
```

***

A molecular structure, C36H39GeN9O2SeW, computed with ωB97M-V with the def2-TZVPD basis set.

The spin multiplicity is 3. The total energy comes out at -6583.9019 hartree. The strongest force on any atom is 1.7 eV Å⁻¹. Its expectation value of S² is 2.0745.

The geometry in XYZ format:
```
89
C36H39GeN9O2SeW ωB97M-V with the def2-TZVPD basis set
W -0.459 0.762 0.758
C -2.069 1.509 -1.756
C -1.413 2.821 -1.409
N -0.188 2.582 -0.603
C 0.249 3.761 0.200
C -1.491 3.432 2.033
N -1.915 2.026 1.874
C -3.318 1.679 1.665
C -3.617 1.484 0.186
N -2.497 0.801 -0.524
H -1.365 0.862 -2.271
H -2.911 1.696 -2.429
H -2.074 3.439 -0.815
H -1.188 3.367 -2.325
H 0.554 2.308 -1.230
H -0.274 4.658 -0.126
H 1.316 3.911 0.066
H -2.980 4.650 1.711
H -1.615 3.724 3.074
H -1.625 1.601 2.803
H -4.006 2.409 2.096
H -3.476 0.736 2.186
H -3.789 2.447 -0.291
H -4.533 0.905 0.084
H -2.764 -0.139 -0.779
C 2.992 2.768 4.724
N 1.980 3.023 3.705
C 1.568 4.306 3.418
C 0.659 4.592 2.494
C 0.033 3.498 1.693
O -2.224 4.323 1.217
N 0.604 2.166 1.963
C 1.508 1.922 2.970
O 1.929 0.823 3.278
H 3.066 3.647 5.363
H 3.967 2.559 4.281
H 2.706 1.907 5.319
H 2.026 5.083 4.019
H 0.338 5.614 2.325
C 0.408 -0.471 -0.588
Ge 0.836 -1.539 -2.132
C 0.772 -3.398 -1.509
C 1.920 -4.108 -1.157
C 1.829 -5.391 -0.629
C 0.588 -5.985 -0.439
C -0.565 -5.296 -0.794
C -0.468 -4.015 -1.326
C -0.590 -1.416 -3.482
C -0.425 -1.503 -4.869
C -1.514 -1.411 -5.732
C -2.797 -1.245 -5.228
C -2.991 -1.197 -3.853
C -1.897 -1.282 -3.001
C 2.628 -1.073 -2.726
C 2.961 -0.665 -4.021
C 4.284 -0.425 -4.376
C 5.296 -0.581 -3.437
C 4.976 -0.945 -2.135
C 3.654 -1.184 -1.776
H 2.897 -3.660 -1.285
H 2.732 -5.926 -0.360
H 0.519 -6.979 -0.015
H -1.537 -5.757 -0.663
H -1.380 -3.500 -1.612
H 0.553 -1.680 -5.293
H -1.358 -1.480 -6.802
H -3.643 -1.170 -5.901
H -3.993 -1.100 -3.449
H -2.054 -1.259 -1.924
H 2.192 -0.499 -4.762
H 4.522 -0.115 -5.387
H 6.329 -0.411 -3.718
H 5.758 -1.043 -1.390
H 3.409 -1.442 -0.746
Se -1.190 0.441 5.846
N -1.098 -1.348 5.785
C -1.080 -1.681 4.499
C -1.068 -2.994 4.001
C -1.103 -3.175 2.619
C -1.095 -2.099 1.769
N -1.054 -0.791 2.183
C -1.109 -0.575 3.537
N -1.217 0.631 4.046
H -1.031 -3.830 4.689
H -1.098 -4.167 2.186
H -1.059 -2.247 0.703
N 2.138 -1.226 1.103
C 1.189 -0.562 0.564
H 2.313 -0.886 2.043
```

***

A molecular structure, C36H39N3O6ReS2Sb2SeTe, computed with ωB97M-V with the def2-TZVPD basis set.

The spin multiplicity is 2. The total energy comes out at -6035.3547 hartree. The strongest force on any atom is 1.5 eV Å⁻¹. Its expectation value of S² is 0.9288.

The geometry in XYZ format:
```
91
C36H39N3O6ReS2Sb2SeTe ωB97M-V with the def2-TZVPD basis set
Re -0.159 0.348 -0.063
C 1.428 2.720 2.475
Sb 0.608 2.825 0.484
C 1.884 4.422 -0.161
C -1.058 4.081 1.202
C -1.575 5.088 0.229
C -0.866 6.275 0.037
C -1.271 7.236 -0.873
C -2.428 7.032 -1.611
C -3.162 5.878 -1.407
C -2.764 4.902 -0.490
C -3.612 3.693 -0.319
Sb -2.798 1.944 -1.400
C -1.514 3.110 -2.689
C -4.342 1.961 -2.933
H 0.999 3.492 3.111
H 2.510 2.826 2.438
H 1.166 1.756 2.898
H 1.986 5.114 0.674
H 1.453 4.935 -1.019
H 2.842 3.996 -0.435
H -0.657 4.591 2.078
H -1.824 3.382 1.536
H 0.028 6.444 0.626
H -0.694 8.143 -0.996
H -2.759 7.768 -2.333
H -4.083 5.727 -1.961
H -4.605 3.854 -0.734
H -3.709 3.392 0.723
H -2.058 3.973 -3.067
H -1.190 2.493 -3.525
H -0.644 3.457 -2.134
H -4.424 2.968 -3.337
H -5.294 1.656 -2.502
H -4.075 1.266 -3.728
O 0.151 -2.347 1.971
S -0.964 -2.641 1.035
O -2.265 -2.593 1.625
N -0.791 -1.667 -0.226
C -1.075 -2.042 -1.535
C -1.816 -3.130 -1.964
C -1.870 -3.461 -3.326
C -1.222 -2.711 -4.268
C -0.538 -1.540 -3.882
C 0.115 -0.688 -4.800
C 0.739 0.436 -4.337
C 0.692 0.745 -2.974
N 0.083 -0.017 -2.076
C -0.504 -1.182 -2.518
C -0.625 -4.309 0.527
C 0.481 -4.579 -0.264
C 0.715 -5.883 -0.667
C -0.155 -6.894 -0.279
C -1.259 -6.609 0.514
C -1.499 -5.306 0.922
H -2.361 -3.725 -1.249
H -2.430 -4.336 -3.631
H -1.238 -2.990 -5.314
H 0.114 -0.949 -5.850
H 1.269 1.104 -5.001
H 1.189 1.624 -2.593
H 1.125 -3.768 -0.587
H 1.570 -6.108 -1.290
H 0.025 -7.912 -0.600
H -1.935 -7.400 0.809
H -2.357 -5.041 1.527
S -1.698 -0.149 4.398
C -1.272 0.176 2.902
N -0.896 0.488 1.823
C 2.979 -2.553 1.551
Te 1.776 -0.817 1.563
C 2.274 -0.771 3.656
C 2.682 -2.177 3.998
C 2.726 -2.623 5.313
C 3.107 -3.923 5.601
C 3.439 -4.795 4.573
C 3.392 -4.359 3.258
C 3.019 -3.054 2.965
H 3.954 -2.215 1.195
H 2.586 -3.291 0.859
H 1.439 -0.427 4.266
H 3.099 -0.061 3.734
H 2.461 -1.946 6.117
H 3.142 -4.260 6.628
H 3.732 -5.812 4.797
H 3.646 -5.036 2.451
O 5.058 -0.244 -0.919
Se 3.590 0.171 -0.514
O 3.120 1.563 -1.127
O 3.463 0.293 1.204
O 2.481 -1.001 -0.781
```